Here is the ion C4H12N3 with charge +1 from OMol25. Energies are from ωB97M-V with the def2-TZVPD basis set.

XYZ file:
```
19
Properties=species:S:1:pos:R:3
C -1.34 0.34 1.14
C -1.80 -0.44 -0.11
C -0.54 -0.72 -0.99
N 2.53 -0.18 -0.34
C 1.42 0.74 -0.41
N 0.30 0.44 -1.24
N -0.18 -0.25 1.70
H -2.19 0.47 1.81
H -1.08 1.36 0.84
H -2.38 -1.30 0.21
H -2.42 0.13 -0.80
H 0.05 -1.42 -0.38
H -0.94 -1.22 -1.87
H 2.48 -0.86 0.40
H 3.42 0.30 -0.39
H 1.74 1.75 -0.64
H 0.36 0.65 -2.23
H 1.00 0.71 0.66
H -0.44 -0.51 2.66
```

## Properties
E_tot = -323.43247 Ha
Charge = +1
HOMO-LUMO gap = 5.4 eV
Multiplicity = 1
F_max = 0.0417 Eh/bohr


Here is a cluster of 2 separate species, C4H12N3 in total from OMol25. Energies are from ωB97M-V with the def2-TZVPD basis set.

XYZ file:
```
19
Properties=species:S:1:pos:R:3
C -0.76 -1.35 0.65
C 0.17 -1.43 1.71
C 1.24 2.12 -1.37
C 0.89 0.99 -0.40
N -2.10 -1.21 0.31
N -1.15 -2.08 -0.39
N -0.57 0.69 -0.26
H -0.41 -1.62 2.56
H 0.68 -0.49 1.84
H 0.94 -2.17 1.61
H 1.07 1.81 -2.40
H 0.89 3.05 -1.10
H 2.31 2.23 -1.39
H 1.07 1.26 0.71
H 1.33 0.02 -0.74
H -2.63 -1.65 1.08
H -1.10 -2.05 -1.39
H -0.87 0.41 -1.17
H -0.99 1.47 0.13
```

## Properties
E_tot = -323.46604 Ha
Charge = +1
HOMO-LUMO gap = 10.0 eV
Multiplicity = 1
F_max = 0.0903 Eh/bohr


Here is the ion C4H12N3 with charge +1 from OMol25. Energies are from ωB97M-V with the def2-TZVPD basis set.

XYZ file:
```
19
Properties=species:S:1:pos:R:3
N 0.93 2.06 -0.06
C 0.60 0.70 -0.30
N 1.73 -0.29 -0.12
N 1.26 -1.63 -0.02
C -0.74 0.30 0.63
C -2.07 0.66 0.04
C -1.54 -0.73 -0.20
H 0.70 2.41 0.84
H 1.89 2.21 -0.39
H 0.16 0.51 -1.38
H 2.52 0.06 0.46
H 0.39 -1.48 -0.67
H 0.91 -2.01 0.81
H 1.98 -2.23 -0.29
H -0.48 0.06 1.65
H -2.19 1.35 -0.78
H -2.77 0.73 0.76
H -2.02 -1.62 0.23
H -1.26 -1.04 -1.19
```

## Properties
E_tot = -323.50021 Ha
Charge = +1
HOMO-LUMO gap = 10.3 eV
Multiplicity = 1
F_max = 0.0895 Eh/bohr
Structure (SMILES) = N[C@@H](N[NH3+])C1CC1


Here is the ion C4H12N3 with charge +1 from OMol25. Energies are from ωB97M-V with the def2-TZVPD basis set.

XYZ file:
```
19
Properties=species:S:1:pos:R:3
C -2.44 -0.32 0.63
N -1.71 0.02 -0.59
C -0.34 -0.46 -0.58
C 0.57 0.66 -0.11
N 0.00 1.83 0.00
N 1.84 0.44 0.15
C 2.50 -0.84 0.05
H -1.90 0.06 1.49
H -3.42 0.17 0.60
H -2.59 -1.39 0.75
H -2.21 -0.32 -1.40
H -0.02 -0.73 -1.59
H -0.21 -1.34 0.06
H -1.00 1.83 -0.24
H 0.47 2.68 0.28
H 2.41 1.23 0.43
H 2.48 -1.22 -0.97
H 3.54 -0.72 0.34
H 2.04 -1.57 0.71
```

## Properties
E_tot = -323.65784 Ha
Charge = +1
HOMO-LUMO gap = 10.9 eV
Multiplicity = 1
F_max = 0.0132 Eh/bohr
Structure (SMILES) = CNC/C(N)=[NH+]\C


Here is the ion C4H12N3 with charge +1 from OMol25. Energies are from ωB97M-V with the def2-TZVPD basis set.

XYZ file:
```
19
Properties=species:S:1:pos:R:3
N -2.18 -0.22 -1.91
C -0.99 0.36 -1.42
C -0.23 -0.26 -0.52
N -0.87 -1.54 -0.02
C 1.14 0.03 0.08
C 1.02 0.47 1.58
N 2.14 1.37 2.01
H -2.30 -0.03 -2.90
H -2.99 -0.02 -1.35
H -0.50 1.29 -1.76
H -1.46 -1.55 0.81
H -1.52 -1.71 -0.83
H -0.17 -2.28 0.07
H 1.54 0.88 -0.48
H 1.82 -0.80 -0.15
H 0.19 1.17 1.54
H 1.03 -0.44 2.17
H 2.77 0.84 2.61
H 2.70 1.61 1.19
```

## Properties
E_tot = -323.59166 Ha
Charge = +1
HOMO-LUMO gap = 9.4 eV
Multiplicity = 1
F_max = 0.0469 Eh/bohr
Structure (SMILES) = N/C=C(\[NH3+])CCN


Here is the ion C4H12N3 with charge +1 from OMol25. Energies are from ωB97M-V with the def2-TZVPD basis set.

XYZ file:
```
19
Properties=species:S:1:pos:R:3
N -2.33 1.72 0.70
C -1.39 0.73 1.03
C -0.73 0.06 0.10
N -0.76 0.76 -1.22
C 0.33 -0.96 0.31
C 1.67 -0.61 -0.32
N 2.69 -1.56 0.10
H -3.26 1.40 0.44
H -2.40 2.42 1.43
H -1.31 0.45 2.08
H 0.13 1.23 -1.35
H -1.49 1.49 -1.07
H -0.97 0.20 -2.05
H 0.52 -1.01 1.39
H 0.02 -1.99 0.17
H 1.98 0.38 0.02
H 1.57 -0.58 -1.42
H 3.43 -1.67 -0.57
H 2.30 -2.48 0.23
```

## Properties
E_tot = -323.60445 Ha
Charge = +1
HOMO-LUMO gap = 9.4 eV
Multiplicity = 1
F_max = 0.0292 Eh/bohr
Structure (SMILES) = N/C=C(\[NH3+])CCN


Here is a cluster of 2 separate species, C4H12N3 in total from OMol25. Energies are from ωB97M-V with the def2-TZVPD basis set.

XYZ file:
```
19
Properties=species:S:1:pos:R:3
C -2.09 0.76 1.71
C -1.06 -0.33 1.63
C 0.21 -0.09 1.24
N -1.49 -1.56 2.07
H -2.35 0.92 2.75
H -3.00 0.48 1.18
H -1.71 1.69 1.30
H 0.94 -0.88 1.41
H 0.55 0.91 1.05
H -2.48 -1.73 1.97
H -0.93 -2.35 1.81
N 1.26 0.84 -3.23
C 1.09 0.40 -2.01
N 2.03 -0.05 -1.23
H 2.17 0.90 -3.66
H 0.46 1.14 -3.76
H 0.08 0.38 -1.61
H 1.77 -0.20 -0.25
H 3.00 0.00 -1.50
```

## Properties
E_tot = -323.63915 Ha
Charge = +1
HOMO-LUMO gap = 8.3 eV
Multiplicity = 1
F_max = 0.0093 Eh/bohr


Here is the ion C4H12N3 with charge +1 from OMol25. Energies are from ωB97M-V with the def2-TZVPD basis set.

XYZ file:
```
19
Properties=species:S:1:pos:R:3
H 1.74 -2.01 0.68
N 1.10 -1.23 0.62
C 1.59 -0.17 0.11
N 2.83 -0.01 -0.41
C 0.72 1.08 0.06
C -0.66 0.89 0.69
N -1.63 0.28 -0.26
C -1.64 -1.20 -0.23
H 3.16 0.89 -0.72
H 3.51 -0.75 -0.32
H 0.63 1.42 -0.98
H 1.25 1.86 0.61
H -0.56 0.22 1.55
H -1.04 1.86 1.02
H -2.57 0.63 -0.07
H -1.38 0.59 -1.21
H -2.14 -1.60 -1.10
H -2.16 -1.53 0.67
H -0.60 -1.55 -0.16
```

## Properties
E_tot = -323.63940 Ha
Charge = +1
HOMO-LUMO gap = 10.0 eV
Multiplicity = 1
F_max = 0.0225 Eh/bohr
Structure (SMILES) = [H]/N=C(\N)CC[NH2+]C